ORCA calculation (ωB97M-V/def2-TZVPD) on a 2-piece molecular cluster, C10H12N2O3 overall.

Calculated values
Gap between HOMO and LUMO (spin up / spin down)   7.03 / 7.92 eV

Positions of all 27 atoms, in Å:
C 2.0793 1.9543 2.0700
C 0.7412 1.6346 2.3936
C 2.5231 1.6840 0.7905
C -0.1247 1.2038 1.4370
C 1.6807 1.3734 -0.2664
C 0.3175 1.1149 0.1345
C -0.3750 -1.8392 -2.0236
C -1.5621 -2.3913 0.1143
C -0.6258 0.9387 -0.8668
C -0.3117 -1.8697 -0.4765
N 0.6363 -1.5960 0.2994
N -1.9771 0.9176 -0.9177
O 1.8331 -1.3274 0.3173
O -2.4875 0.6731 -2.0200
O -2.6964 1.2472 0.0943
H 2.9874 2.4369 2.6780
H 0.2591 1.5286 3.4281
H 3.6180 1.9591 0.5910
H -1.1261 0.9309 1.6317
H 1.9831 1.3420 -1.3083
H -1.1987 -1.0146 -2.2715
H 0.5024 -1.7572 -2.5940
H -0.8966 -2.7808 -2.3030
H -2.2056 -1.5186 0.2808
H -1.3607 -2.8465 1.1131
H -2.0077 -3.1416 -0.4628
H -0.2055 1.1438 -1.8629

Atomic partial charges in e from the Löwdin method, atoms 1 to 4: -0.0677, -0.0597, -0.1180, -0.0435


ORCA calculation (ωB97M-V/def2-TZVPD) on C32H35N5Sr as an isolated structure.

Calculated values
Gap between HOMO and LUMO   8.41 eV
Total charge   +2

Positions of all 73 atoms, in Å:
Sr -0.2494 -0.5540 0.0933
C 1.2610 1.1603 4.1962
C 2.2423 0.1806 3.5179
C 3.2083 0.9923 2.6634
C 1.5525 -0.9254 2.7671
C 2.0468 -1.5078 1.5706
C 1.4059 -2.5855 0.9467
C 0.2644 -3.1645 1.5446
C -0.3571 -4.4190 0.9846
C -0.2113 -2.5882 2.7139
C 0.3964 -1.4828 3.3177
H 1.8961 1.8790 4.7092
H 0.5885 0.7077 4.9622
H 0.5882 1.7099 3.5040
H 2.8541 -0.3264 4.3123
H 2.7835 1.3766 1.7163
H 4.1374 0.4375 2.4844
H 3.5669 1.8355 3.2886
H 2.9052 -1.0220 1.1088
H 1.7464 -2.8690 -0.0481
H -0.2881 -4.3268 -0.0962
H -1.4306 -4.5036 1.2956
H 0.1473 -5.3029 1.3531
H -1.1806 -2.9734 3.0620
H -0.0458 -1.0276 4.2258
N 1.7644 -0.1181 -1.6835
C 2.2491 1.2376 -1.8820
C 3.2112 1.5006 -2.8330
C 3.5814 2.8603 -3.0146
C 3.0848 3.8975 -2.1936
C 2.1498 3.6166 -1.2244
C 1.5912 4.5977 -0.3233
C 0.6376 4.2468 0.6217
C 0.2023 2.9155 0.6487
N 0.7591 1.9594 -0.1124
C 1.7111 2.2663 -1.0337
H 1.5985 -0.6165 -2.5890
H 2.4243 -0.6841 -1.1795
H 3.6582 0.6947 -3.4241
H 4.3157 3.1469 -3.7952
H 3.5108 4.9579 -2.2606
H 1.8883 5.5963 -0.3969
H 0.2757 5.0159 1.2991
H -0.5036 2.5722 1.3692
C -3.0398 0.7040 -3.5880
C -4.2742 1.0070 -3.0668
C -4.4343 1.0778 -1.6659
C -3.3391 0.8072 -0.8121
N -2.1568 0.5788 -1.3545
C -1.9791 0.5418 -2.7063
C -3.4386 0.7562 0.6210
C -4.4002 1.5309 1.2944
C -4.3985 1.5015 2.7091
C -3.5760 0.6025 3.3679
C -2.6488 -0.1007 2.6243
N -2.5529 0.0231 1.3022
H -2.8275 0.6116 -4.6712
H -5.1259 1.3189 -3.6784
H -5.4207 1.3254 -1.2277
H -0.9898 0.3615 -3.1351
H -5.1653 2.0592 0.7343
H -4.9531 2.2208 3.2908
H -3.6587 0.3778 4.4526
H -1.9593 -0.7901 3.1027
C 0.8697 -4.2029 -4.5702
C -0.1833 -4.4531 -3.5025
C -0.2448 -3.2944 -2.5799
N -0.3357 -2.4442 -1.8065
H 0.7994 -4.9521 -5.3574
H 1.8704 -4.2780 -4.1427
H 0.7773 -3.2417 -5.0017
H 0.0317 -5.3801 -2.9462
H -1.1840 -4.6328 -3.8727

Atomic partial charges in e from the Löwdin method, atoms 1 to 4: 1.4010, -0.0581, -0.3660, -0.0713


ORCA calculation (ωB97M-V/def2-TZVPD) on the molecule CHNOS2.

Calculated values
Gap between HOMO and LUMO   8.04 eV

Positions of all 6 atoms, in Å:
C -0.2411 0.9534 -0.1395
N 2.5754 0.0870 -0.0071
O 3.6993 0.5038 0.1627
S 1.2039 1.5628 0.0005
S 1.9389 -1.3180 -0.0456
H -0.2602 -0.0931 -0.0815

Atomic partial charges in e from the Löwdin method, atoms 1 to 4: -0.4038, -0.9999, -0.1022, 0.8846


Results for ΔE to the lowest compared entry with this formula, charge and spin: 162.7 7.5 95.4 (in kcal/mol, following the order of the records).